(1)
Entry from OMol25: a structure of composition C29H29BF4N4PRuSTe4 at a distorted geometry (ωB97M-V/def2-TZVPD).

Its largest force on an atom is 2.81 eV/A. Its total charge is -2. As for the spin multiplicity: 6. Its LUMO energy (spin up / spin down) is 3.72 / 3.10 eV. The energy above the lowest of the compared OMol25 structures with the same formula, charge and spin comes out at 78.7 kcal/mol.

Last column: Mulliken spin population.
Geometry (Å):
Ru 0.303 1.371 1.536  2.888
Te 1.308 3.492 2.969  0.296
Te 1.780 5.938 3.943  0.653
Te -1.285 6.425 1.220  0.422
Te -0.806 3.693 1.324  0.134
C 3.960 -0.187 -0.716  0.031
C 2.983 -0.803 -1.678  0.001
C 3.397 -1.036 -2.985  -0.011
C 2.591 -1.690 -3.904  0.022
C 1.345 -2.148 -3.509  -0.012
C 0.909 -1.909 -2.215  0.034
C 1.695 -1.219 -1.290  0.001
P 0.997 -0.732 0.347  0.033
C -0.655 -1.499 0.282  -0.027
C -1.649 -0.610 -0.445  -0.003
C -3.124 -0.885 -0.095  0.021
C -3.384 -2.332 0.201  -0.001
C -2.416 -3.133 0.629  -0.002
C -1.030 -2.677 0.801  -0.075
C -0.135 -3.614 1.568  0.019
C 2.126 -1.532 1.515  0.121
C 3.005 -2.558 1.186  -0.006
C 4.024 -2.921 2.048  0.004
C 4.170 -2.230 3.249  0.010
C 3.283 -1.227 3.593  -0.019
C 2.218 -0.871 2.753  -0.140
C 1.208 0.129 3.144  0.279
H 4.680 0.433 -1.251  0.000
H 4.506 -0.971 -0.185  0.001
H 3.471 0.434 0.031  -0.002
H 4.380 -0.689 -3.284  -0.001
H 2.938 -1.844 -4.919  0.002
H 0.707 -2.682 -4.202  -0.001
H -0.062 -2.279 -1.909  0.007
H -1.504 -0.732 -1.529  0.017
H -3.355 -0.334 0.826  -0.006
H -4.410 -2.678 0.147  0.001
H -2.642 -4.153 0.921  0.000
H -0.713 -4.462 1.934  0.000
H 0.304 -3.117 2.432  0.001
H 0.681 -3.996 0.952  -0.002
H 2.907 -3.055 0.226  -0.001
H 4.713 -3.713 1.779  0.001
H 4.982 -2.483 3.923  0.002
H 3.391 -0.708 4.539  0.002
H 1.492 0.640 4.071  -0.010
H 0.251 -0.382 3.334  -0.029
F -1.854 0.965 3.261  0.015
B -2.568 -0.181 3.701  0.017
F -3.800 -0.248 3.019  0.000
F -1.807 -1.336 3.401  0.002
F -2.783 -0.104 5.082  0.000
S -1.377 1.198 -0.148  0.262
C -4.030 -0.366 -1.187  -0.008
C -4.804 0.772 -0.985  0.001
C -5.620 1.261 -1.995  0.003
C -5.675 0.619 -3.223  0.001
C -4.907 -0.519 -3.434  -0.001
C -4.093 -1.003 -2.424  0.003
H -4.745 1.283 -0.032  0.003
H -6.205 2.156 -1.823  0.000
H -6.308 1.004 -4.014  0.000
H -4.940 -1.026 -4.392  0.000
H -3.494 -1.893 -2.590  0.000
N 1.015 5.781 -2.845  0.001
C 1.518 4.999 -1.854  0.012
N 1.770 5.582 -0.674  0.003
N 1.725 3.728 -2.138  0.007
C 1.979 2.979 -1.088  0.005
N 2.183 2.371 -0.120  0.014
H 1.087 6.779 -2.767  0.000
H 0.993 5.370 -3.760  0.000
H 1.236 6.396 -0.386  -0.004
H 1.968 4.971 0.109  0.006


(2)
Entry from OMol25: a cluster of 2 separate species, C8H8N4O4 in total at a distorted geometry (ωB97M-V/def2-TZVPD).

As for the structure (SMILES): O=c1cc[nH]c(=O)[nH]1.O=c1cc[nH]c(=O)[nH]1. Its largest force on an atom is 6.61 eV/A. Its LUMO energy is 0.05 eV. The energy above the lowest of the compared OMol25 structures with the same formula, charge and spin comes out at 65.6 kcal/mol.

Last column: Löwdin charge in e.
Geometry (Å):
O 0.997 -1.640 -0.005  0.007
C 2.023 -0.939 0.098  -0.460
C 3.415 -1.396 -0.213  0.029
C 4.489 -0.445 -0.097  -0.032
N 4.147 0.905 -0.068  0.114
C 2.939 1.490 0.061  -0.473
O 2.665 2.645 -0.044  0.134
N 1.959 0.410 0.329  0.183
H 4.001 -2.444 -0.194  0.145
H 5.505 -0.694 -0.233  0.103
H 4.909 1.419 0.102  0.101
H 1.021 0.963 0.334  0.158
O -5.613 1.076 -0.072  0.109
C -4.557 0.544 -0.051  -0.461
C -4.324 -0.860 -0.042  -0.003
C -3.016 -1.364 0.027  -0.052
N -1.910 -0.608 -0.083  0.130
C -1.970 0.746 0.044  -0.480
O -0.959 1.474 -0.254  -0.007
N -3.224 1.246 0.116  0.191
H -5.293 -1.456 -0.064  0.138
H -2.934 -2.416 0.364  0.140
H -0.962 -0.929 0.014  0.112
H -3.309 2.274 -0.068  0.176


(3)
Entry from OMol25: the molecule C4H6N2O (ωB97M-V/def2-TZVPD).

As for the structure (SMILES): Cc1cc(O)n[nH]1. Its largest force on an atom is 0.46 eV/A. Its LUMO energy is 0.93 eV. The energy above the lowest of the compared OMol25 structures with the same formula, charge and spin comes out at 20.4 kcal/mol.

Last column: Löwdin charge in e.
Geometry (Å):
C -2.039 -0.054 -0.095  -0.029
C -0.550 0.016 -0.035  -0.319
C 0.438 -0.119 -0.990  0.036
C 1.636 0.004 -0.246  -0.433
O 2.915 -0.117 -0.658  0.058
N 1.421 0.221 1.034  0.075
N 0.079 0.210 1.144  -0.002
H -2.489 0.924 0.105  0.081
H -2.414 -0.760 0.654  0.081
H -2.372 -0.395 -1.076  0.080
H 0.304 -0.286 -2.050  0.109
H 3.400 -0.089 0.183  0.109
H -0.330 0.445 2.031  0.155


(4)
Entry from OMol25: a structure of composition C8H21AlNO3 at a distorted geometry (ωB97M-V/def2-TZVPD).

Its largest force on an atom is 5.15 eV/A. Its total charge is +3. Its LUMO energy is -16.35 eV. The energy above the lowest of the compared OMol25 structures with the same formula, charge and spin comes out at 19.6 kcal/mol.

Last column: Löwdin charge in e.
Geometry (Å):
Al -26.470 -19.556 19.907  0.995
C -29.127 -19.309 13.186  -0.048
C -27.892 -19.709 13.967  -0.222
O -27.918 -18.797 15.046  0.043
H -28.945 -18.294 12.833  0.099
H -30.068 -19.457 13.717  0.105
H -29.316 -19.936 12.315  0.109
H -27.048 -19.517 13.305  0.152
H -27.979 -20.734 14.328  0.137
H -28.325 -17.985 14.736  0.107
C -23.741 -14.747 20.749  -0.035
O -23.606 -15.788 19.809  -0.059
C -22.741 -15.334 18.686  -0.095
C -21.953 -16.573 18.128  -0.105
N -22.910 -17.625 17.653  0.133
C -22.118 -18.778 17.173  -0.112
C -21.360 -19.563 18.298  -0.114
O -22.258 -19.874 19.418  -0.127
C -21.550 -20.601 20.452  -0.024
H -24.745 -14.824 21.164  0.121
H -23.744 -13.739 20.335  0.117
H -22.977 -14.808 21.525  0.136
H -21.996 -14.588 18.962  0.149
H -23.205 -14.919 17.791  0.151
H -21.417 -16.915 19.013  0.132
H -21.236 -16.204 17.394  0.174
H -23.396 -17.199 16.877  0.148
H -21.323 -18.619 16.444  0.160
H -22.848 -19.439 16.706  0.133
H -20.505 -18.991 18.660  0.141
H -21.036 -20.557 17.988  0.151
H -22.269 -20.889 21.219  0.100
H -20.871 -19.994 21.051  0.120
H -21.145 -21.551 20.104  0.125


(5)
Entry from OMol25: a cluster of 2 separate species, C3H8O2 in total at a distorted geometry (ωB97M-V/def2-TZVPD).

As for the structure (SMILES): C=O.CCO. Its largest force on an atom is 1.72 eV/A. Its LUMO energy is 0.88 eV. The energy above the lowest of the compared OMol25 structures with the same formula, charge and spin comes out at 44.3 kcal/mol.

Last column: Löwdin charge in e.
Geometry (Å):
C -0.492 2.171 0.701  -0.126
O -1.254 1.354 0.248  -0.027
H -0.614 2.541 1.730  0.085
H 0.181 2.637 -0.036  0.086
C 0.751 -1.020 -1.519  -0.074
C 0.183 -1.560 -0.216  -0.305
O 0.644 -0.721 0.881  -0.114
H 0.637 0.055 -1.544  0.065
H 0.185 -1.502 -2.314  0.072
H 1.780 -1.360 -1.617  0.072
H -0.917 -1.580 -0.224  0.104
H 0.361 -2.590 0.118  0.106
H -0.125 -0.671 1.442  0.056